## P
Entry from the Open Molecules 2025 dataset: a cluster of 2 separate species, C5H11N2O in total (ωB97M-V/def2-TZVPD).

Its gap between HOMO and LUMO (alpha / beta) is 4.544 / 8.394 eV.

The geometry in ORCA input format:
```
! wB97M-V def2-TZVPD RIJCOSX def2/J DEFGRID3
* xyz 0 2
C -1.20 -2.08 -1.52
C -1.13 -1.81 -0.01
C -0.10 -0.79 0.31
C -0.27 0.50 0.65
N 0.97 1.10 0.84
C 1.97 0.14 0.61
N 1.27 -1.03 0.25
H -1.44 -1.15 -2.03
H -0.24 -2.37 -1.95
H -1.86 -2.89 -1.82
H -0.94 -2.73 0.55
H -2.11 -1.41 0.28
H -1.20 1.03 0.84
H 1.11 2.08 0.91
H 3.01 0.33 0.54
H 1.68 -1.90 -0.01
H 0.67 4.66 0.00
H -0.56 4.25 0.88
O 0.37 4.08 0.70
*
```

***

## Q
Entry from the Open Molecules 2025 dataset: a cluster of 2 separate species, C5H11N2O in total (ωB97M-V/def2-TZVPD).

Its gap between HOMO and LUMO (alpha / beta) is 6.386 / 8.045 eV.

The geometry in ORCA input format:
```
! wB97M-V def2-TZVPD RIJCOSX def2/J DEFGRID3
* xyz 0 2
C -2.80 -0.38 0.51
O -4.02 -0.88 0.14
C -1.70 -0.09 -0.51
C -0.47 0.42 0.21
C 0.81 0.40 -0.29
C 1.96 0.35 0.57
N 3.20 0.12 -0.10
N 1.05 0.15 -1.65
H -2.34 -1.06 1.25
H -2.99 0.58 1.01
H -2.08 0.67 -1.21
H -1.49 -0.99 -1.10
H -0.04 -0.56 2.12
H -0.56 -0.11 1.26
H 1.95 0.58 1.62
H 3.55 -0.82 0.04
H 3.91 0.77 0.20
H 0.17 0.21 -2.14
H 1.89 0.64 -1.93
*
```

***

Least stable structure: Q

***

## P
Entry from the Open Molecules 2025 dataset: a structure of composition C22H50N3P3SeTl (ωB97M-V/def2-TZVPD).

Its gap between HOMO and LUMO (alpha / beta) is 4.823 / 3.772 eV.

The geometry in ORCA input format:
```
! wB97M-V def2-TZVPD RIJCOSX def2/J DEFGRID3
* xyz 3 1
Tl 0.23 1.03 2.82
P 0.38 -1.06 -1.57
P 1.47 1.93 -0.75
P -2.13 -1.05 0.58
H -3.29 6.74 3.72
C -3.57 5.95 4.43
C -2.68 5.09 4.96
H -1.62 5.14 4.72
C -0.30 -0.65 -3.25
C 2.16 -1.24 -2.02
C -0.05 -2.85 -1.56
C 1.13 3.47 0.19
C 3.31 2.01 -0.77
C 1.21 2.62 -2.44
C -3.29 -0.22 1.75
C -2.18 -2.75 1.30
C -3.35 -1.35 -0.77
H -4.61 5.98 4.74
H -3.00 4.39 5.73
H 0.10 -1.37 -3.98
H -0.02 0.37 -3.54
H -1.39 -0.72 -3.22
H 2.27 -2.09 -2.71
H 2.74 -1.44 -1.11
H 2.55 -0.33 -2.50
H 0.49 -3.34 -2.38
H -1.12 -3.01 -1.70
H 0.26 -3.30 -0.62
H 1.87 4.24 -0.09
H 1.22 3.28 1.28
H 0.12 3.84 -0.02
H 3.63 2.93 -1.29
H 3.71 1.14 -1.30
H 3.69 2.01 0.25
H 1.84 3.52 -2.55
H 0.15 2.89 -2.58
H 1.50 1.89 -3.21
H -4.21 -0.82 1.82
H -3.53 0.79 1.40
H -2.83 -0.15 2.74
H -3.22 -3.09 1.37
H -1.73 -2.73 2.31
H -1.61 -3.44 0.67
H -4.23 -1.86 -0.34
H -2.93 -1.98 -1.56
H -3.66 -0.39 -1.21
C -2.95 3.17 -0.43
C -2.55 3.70 0.81
C -3.40 4.61 1.45
C -4.63 4.96 0.89
C -5.00 4.46 -0.36
C -4.17 3.55 -1.01
Se -1.99 1.94 -1.57
H -1.42 1.21 -0.43
H -1.60 3.42 1.26
H -3.10 5.04 2.41
H -5.31 5.62 1.43
H -5.93 4.77 -0.85
H -4.45 3.12 -1.97
C 4.66 -1.07 2.49
N 3.80 -2.24 2.41
C 4.36 -3.48 2.94
C 2.52 -2.14 1.99
N 1.93 -0.97 1.78
N 1.77 -3.33 1.85
C 2.18 -4.41 0.96
C 0.98 -3.70 3.01
H 5.46 -1.28 3.21
H 4.08 -0.21 2.84
H 5.12 -0.83 1.52
H 3.60 -4.06 3.47
H 4.80 -4.09 2.14
H 5.16 -3.21 3.64
H 2.62 -0.25 1.55
H 3.09 -4.94 1.29
H 1.36 -5.14 0.91
H 2.34 -4.01 -0.06
H 0.36 -2.84 3.30
H 0.33 -4.55 2.74
H 1.60 -4.00 3.87
*
```

***

## Q
Entry from the Open Molecules 2025 dataset: a structure of composition C22H50N3P3SeTl (ωB97M-V/def2-TZVPD).

Its gap between HOMO and LUMO (alpha / beta) is 4.097 / 3.678 eV.

The geometry in ORCA input format:
```
! wB97M-V def2-TZVPD RIJCOSX def2/J DEFGRID3
* xyz 3 1
Tl -0.75 1.51 -1.90
P 0.06 -0.82 2.45
P 2.03 1.42 1.05
P -0.93 -2.19 -0.39
H 4.18 0.40 -6.61
C 3.20 0.18 -7.07
C 2.10 0.91 -6.78
H 2.23 1.81 -6.15
C 1.36 -1.89 3.19
C -0.01 0.48 3.74
C -1.42 -1.80 3.01
C 2.84 1.99 -0.49
C 1.98 3.04 1.95
C 3.54 0.74 1.90
C -0.78 -2.48 -2.18
C -2.72 -2.52 -0.24
C -0.34 -3.85 0.14
H 3.13 -0.69 -7.74
H 1.12 0.64 -7.19
H 1.13 -2.06 4.25
H 2.33 -1.41 3.09
H 1.34 -2.84 2.65
H -0.37 0.05 4.69
H -0.72 1.26 3.40
H 0.99 0.92 3.89
H -1.43 -1.82 4.12
H -1.34 -2.83 2.62
H -2.33 -1.29 2.64
H 3.57 2.76 -0.21
H 2.10 2.42 -1.17
H 3.36 1.16 -0.97
H 3.02 3.38 2.10
H 1.49 2.92 2.93
H 1.42 3.78 1.36
H 4.29 1.54 1.91
H 3.92 -0.13 1.36
H 3.30 0.46 2.93
H -1.26 -3.44 -2.41
H 0.27 -2.53 -2.48
H -1.29 -1.68 -2.74
H -2.93 -3.51 -0.65
H -3.28 -1.75 -0.79
H -2.98 -2.48 0.83
H -0.94 -4.59 -0.41
H -0.48 -3.99 1.22
H 0.73 -3.96 -0.10
C 3.16 -1.85 -1.96
C 2.98 -0.85 -2.90
C 3.42 -1.07 -4.20
C 4.14 -2.22 -4.55
C 4.43 -3.16 -3.55
C 3.93 -2.98 -2.26
Se 2.30 -1.67 -0.26
H 1.26 -0.92 -0.94
H 2.47 0.08 -2.63
H 3.18 -0.36 -4.98
H 4.45 -2.39 -5.60
H 5.07 -4.02 -3.78
H 4.13 -3.71 -1.48
C -2.52 4.44 1.48
N -3.40 3.28 1.61
C -4.76 3.59 2.02
C -2.96 2.02 1.36
N -1.76 1.78 0.83
N -3.85 0.94 1.58
C -4.29 0.56 2.93
C -4.72 0.60 0.46
H -3.14 5.33 1.39
H -1.90 4.38 0.58
H -1.84 4.54 2.34
H -5.46 2.93 1.49
H -4.90 3.46 3.10
H -4.99 4.63 1.79
H -1.13 2.55 1.05
H -4.99 1.30 3.34
H -4.81 -0.41 2.89
H -3.41 0.46 3.59
H -4.10 0.45 -0.44
H -5.27 -0.33 0.66
H -5.45 1.40 0.29
*
```

***

Least stable structure: Q